No. 1
{
  "formula": "C5H7NOS",
  "method": "wB97M-V/def2-TZVPD",
  "species": ["C", "C", "C", "S", "C", "O", "N", "C", "H", "H", "H", "H", "H", "H", "H"],
  "xyz": [[2.02, -1.77, 0.58], [1.23, -1.88, -0.46], [0.03, -1.08, -0.60], [-1.32, -1.63, -1.38], [0.02, 0.32, 0.02], [1.08, 0.85, 0.35], [-1.21, 0.84, 0.13], [-1.48, 2.26, 0.17], [1.93, -0.90, 1.25], [2.88, -2.40, 0.71], [1.29, -2.73, -1.18], [-1.97, 0.27, -0.18], [-1.51, 2.70, -0.78], [-0.61, 2.71, 0.63], [-2.38, 2.46, 0.75]],
  "mulliken_charge": [-0.662, -0.172, 0.284, -0.323, 0.599, -0.645, -0.130, -0.912, 0.240, 0.294, 0.286, 0.172, 0.347, 0.326, 0.297],
  "charge": 0,
  "homo_energy_ev": -8.984,
  "smiles": "C=CC(=S)C(=O)NC",
  "homo_lumo_gap_ev": 7.77
}

---

No. 2
{
  "formula": "C5H7NOS",
  "method": "wB97M-V/def2-TZVPD",
  "species": ["C", "C", "C", "C", "C", "H", "H", "H", "H", "H", "H", "H", "N", "O", "S"],
  "xyz": [[-1.27, 0.17, -1.60], [-0.47, -1.49, -0.02], [0.38, -1.43, 1.08], [0.90, -0.13, 1.00], [0.50, 0.53, -0.11], [-1.91, -0.60, -2.05], [-1.79, 1.21, -1.46], [-0.67, 0.45, -2.51], [-1.10, -2.16, -0.50], [0.85, -2.03, 1.98], [1.34, 0.37, 3.11], [1.40, 2.52, 0.42], [-0.50, -0.23, -0.64], [1.68, 0.59, 1.93], [0.66, 2.22, -0.64]],
  "mulliken_charge": [-1.023, -0.355, -0.574, 0.858, -0.269, 0.277, 0.273, 0.397, 0.355, 0.276, 0.372, 0.139, 0.204, -0.660, -0.269],
  "charge": 0,
  "homo_energy_ev": -7.522,
  "homo_lumo_gap_ev": 7.88
}

---

No. 3
{
  "formula": "C5H7NOS",
  "method": "wB97M-V/def2-TZVPD",
  "species": ["C", "C", "C", "C", "C", "H", "H", "H", "H", "H", "H", "H", "N", "O", "S"],
  "xyz": [[0.32, -0.79, 0.24], [1.06, 0.51, 0.23], [0.60, 1.32, -1.02], [-1.61, 0.70, -0.17], [-0.75, 0.01, 0.94], [2.13, 0.54, 0.41], [0.70, 0.67, -1.92], [1.21, 2.18, -1.14], [-0.80, 2.51, -0.25], [-2.49, 1.17, 0.26], [-1.98, -0.06, -0.90], [-1.34, -0.43, 1.74], [-0.81, 1.71, -0.85], [0.25, 0.95, 1.35], [0.53, -2.29, -0.27]],
  "mulliken_charge": [-0.347, 0.301, -0.774, -0.768, 0.307, 0.449, 0.266, 0.401, 0.339, 0.382, 0.259, 0.449, -0.417, -0.545, -0.302],
  "charge": 0,
  "homo_energy_ev": -8.853,
  "homo_lumo_gap_ev": 8.70
}

---

No. 4
{
  "formula": "C5H7NOS2",
  "method": "wB97M-V/def2-TZVPD",
  "species": ["C", "C", "C", "C", "C", "N", "O", "S", "S", "H", "H", "H", "H", "H", "H", "H"],
  "xyz": [[-2.85, 1.28, 0.52], [-3.66, 0.34, 0.09], [-1.17, -0.12, 0.06], [3.08, -0.89, 0.48], [0.16, -0.56, -0.11], [-1.50, 1.03, 0.57], [2.39, 0.97, -1.17], [-2.58, -1.05, -0.45], [1.58, 0.25, 0.32], [-3.12, 2.28, 0.97], [-4.65, 0.40, -0.26], [3.30, -1.30, 1.48], [3.84, -0.28, 0.18], [2.95, -1.79, -0.20], [0.36, -1.49, -0.54], [1.85, 0.93, -1.94]],
  "mulliken_charge": [-0.256, -0.410, 0.696, -0.855, -0.637, -0.489, -0.576, -0.164, 0.266, 0.332, 0.440, 0.331, 0.379, 0.273, 0.359, 0.311],
  "charge": 0,
  "homo_energy_ev": [-7.823, -7.823],
  "homo_lumo_gap_ev": [8.04, 8.04]
}

---

No. 5
{
  "formula": "C5H7NS",
  "method": "wB97M-V/def2-TZVPD",
  "species": ["C", "C", "C", "C", "N", "C", "S", "H", "H", "H", "H", "H", "H", "H"],
  "xyz": [[-1.08, -0.74, 1.33], [-0.09, -0.09, 0.40], [1.12, 0.56, 0.77], [1.73, 1.02, -0.40], [0.91, 0.66, -1.44], [-0.19, -0.01, -0.96], [-1.40, -0.60, -2.10], [-0.76, -0.63, 2.37], [-1.23, -1.82, 1.09], [-2.07, -0.28, 1.28], [1.50, 0.68, 1.77], [2.64, 1.55, -0.52], [1.10, 0.83, -2.38], [-2.20, -1.15, -1.19]],
  "mulliken_charge": [-1.434, 1.239, -0.623, -0.599, 0.026, -0.331, -0.262, 0.323, 0.326, 0.345, 0.368, 0.402, 0.102, 0.118],
  "charge": 0,
  "homo_energy_ev": -7.611,
  "smiles": "Cc1cc[nH]c1S",
  "homo_lumo_gap_ev": 8.42
}

---

No. 6
{
  "formula": "C5H7NS",
  "method": "wB97M-V/def2-TZVPD",
  "species": ["H", "N", "C", "S", "C", "C", "C", "C", "H", "H", "H", "H", "H", "H"],
  "xyz": [[-1.80, -2.64, 0.01], [-0.90, -2.25, -0.18], [-0.87, -1.01, -0.19], [-2.18, 0.14, -0.25], [-1.22, 1.62, 0.03], [0.27, 1.28, 0.11], [0.58, 0.00, 0.00], [1.82, -0.73, 0.10], [-1.46, 2.07, 0.98], [-1.54, 2.29, -0.79], [1.05, 1.88, -0.23], [2.16, -0.70, -0.85], [1.58, -1.77, 0.39], [2.52, -0.18, 0.86]],
  "mulliken_charge": [0.247, -0.661, 0.433, -0.193, -0.399, -0.496, 0.357, -1.270, 0.311, 0.358, 0.344, 0.330, 0.346, 0.294],
  "charge": 0,
  "homo_energy_ev": -8.954,
  "smiles": "[H]/N=C1\\SCC=C1C",
  "homo_lumo_gap_ev": 9.84
}

---

No. 7
{
  "formula": "C5H7O4Rb",
  "method": "wB97M-V/def2-TZVPD",
  "species": ["O", "Rb", "C", "C", "H", "H", "H", "H", "C", "C", "H", "H", "O", "C", "O", "O", "H"],
  "xyz": [[-3.28, 1.54, 0.80], [-1.31, 0.57, -1.08], [-3.11, 1.33, 2.14], [-1.70, 1.08, 2.57], [-3.47, 2.20, 2.76], [-3.72, 0.48, 2.54], [-0.86, 1.60, 2.10], [-1.48, 0.22, 3.21], [1.65, -2.52, -0.23], [1.22, -1.49, -0.99], [0.94, -3.29, 0.06], [2.68, -2.63, 0.15], [2.33, -1.10, -1.87], [2.22, -0.01, -2.58], [1.26, 0.74, -2.64], [3.36, 0.23, -3.23], [3.27, 1.06, -3.71]],
  "mulliken_spin": [0.041, 0.018, -0.063, 0.875, 0.068, 0.027, 0.011, 0.023, -0.001, 0.003, 0.000, 0.000, 0.000, -0.002, 0.000, 0.000, 0.000],
  "charge": -1,
  "spin_multiplicity": 2,
  "homo_energy_ev": [-3.406, -3.596],
  "homo_lumo_gap_ev": [5.76, 5.95]
}

---

No. 8
{
  "formula": "C5H7O4Yb",
  "method": "wB97M-V/def2-TZVPD",
  "species": ["O", "C", "O", "O", "Yb", "C", "C", "H", "H", "O", "C", "C", "H", "H", "H", "H", "H"],
  "xyz": [[-1.31, 1.49, 1.25], [-0.77, 1.52, 0.11], [-0.29, 0.16, -0.15], [-0.66, 2.36, -0.75], [-1.36, -0.47, 2.19], [0.29, -1.09, -2.03], [0.57, -0.04, -1.16], [-0.65, -1.64, -1.83], [0.78, -1.09, -3.01], [4.20, -1.43, -0.93], [3.00, -0.75, -1.26], [1.74, -1.49, -0.79], [4.89, -0.79, -0.73], [3.00, -0.60, -2.35], [3.04, 0.23, -0.76], [0.98, -2.16, -0.34], [2.29, -2.18, -0.11]],
  "mulliken_spin": [0.003, 0.035, 0.046, 0.001, 0.056, 0.165, 0.748, 0.006, 0.020, -0.004, 0.069, 0.428, -0.003, 0.040, 0.001, 0.169, 0.219],
  "charge": 1,
  "spin_multiplicity": 3,
  "homo_energy_ev": [-10.078, -11.203],
  "homo_lumo_gap_ev": [4.01, 4.98]
}

---

In kJ/mol, the energy relative to the best compared isomer or geometry (same formula, charge and spin) values for the records above are, in order, 135.4; 361.8; 221.3; 235.0; 5.5; 176.5; 0.0; 674.5.
In eV Å⁻¹, the strongest force on any atom values for the records above are, in order, 2.1; 8.6; 1.6; 4.3; 1.5; 5.2; 1.9; 2.8.